Entry 1
# C41H53BrN2S4Tl

A molecular structure, C41H53BrN2S4Tl (ωB97M-V with the def2-TZVPD basis set, the Open Molecules 2025 dataset).

```
! RIJCOSX wB97M-V def2-TZVPD def2/J DEFGRID3
* xyz 1 1
Tl -0.01945 -0.34671 0.69188
C -1.79409 1.36225 -0.97183
C -1.91701 0.90557 0.43754
C -2.89085 -0.26306 0.36162
C -3.19834 -0.39640 -0.95563
C -2.55995 0.61119 -1.78155
C -2.79610 0.75309 -3.26956
C -2.06771 1.97428 -3.82658
C -4.30227 0.91890 -3.51146
C -2.30315 -0.50723 -3.99315
C -3.56353 -1.10963 1.45224
C -2.58543 -1.69657 2.47318
C -4.64953 -0.30943 2.19287
C -4.27993 -2.30134 0.80114
C -1.92611 2.04127 1.48143
C -3.31047 2.71798 1.37321
C -0.89094 3.10366 1.08519
C -1.68344 1.63754 2.93336
H -1.23216 2.23035 -1.26925
H -3.89681 -1.12146 -1.34857
H -2.44416 2.89445 -3.37445
H -2.22914 2.04162 -4.90377
H -0.99385 1.91930 -3.64200
H -4.67590 1.81869 -3.01991
H -4.86832 0.06694 -3.13116
H -4.50519 1.00407 -4.58096
H -1.28127 -0.75326 -3.69616
H -2.31577 -0.35222 -5.07384
H -2.93872 -1.36871 -3.77536
H -1.87757 -0.96906 2.87182
H -2.02255 -2.51996 2.03655
H -3.13825 -2.10042 3.32397
H -4.24410 0.43259 2.87563
H -5.25813 -0.99500 2.78582
H -5.30664 0.19862 1.48538
H -3.60031 -2.89338 0.18310
H -5.12635 -1.98685 0.18987
H -4.66669 -2.95400 1.58535
H -3.50954 3.01986 0.34332
H -3.33024 3.61214 1.99982
H -4.11181 2.06134 1.69638
H -1.24431 3.72623 0.26420
H 0.05850 2.64898 0.77677
H -0.70289 3.76123 1.93309
H -2.42141 0.93289 3.30472
H -1.74197 2.52849 3.56127
H -0.69235 1.20369 3.07658
C 5.36768 -0.05222 -1.82581
C 5.07487 -0.00087 -0.32765
S 3.37853 0.38675 0.14589
C 3.16834 2.09639 -0.38510
C 2.45353 2.32532 -1.73145
S 1.19828 1.08938 -2.15335
C 1.85532 0.25113 -3.63970
C 3.35747 0.09911 -3.84368
S 4.23996 -1.08992 -2.79525
H 6.36734 -0.46435 -1.96848
H 5.36990 0.94973 -2.25611
H 5.73484 0.72694 0.14853
H 5.26777 -0.97044 0.13310
H 4.15337 2.56551 -0.39859
H 2.60032 2.57692 0.41215
H 3.17050 2.38657 -2.54572
H 1.93584 3.28419 -1.69635
H 1.46167 0.79584 -4.50015
H 1.37182 -0.72632 -3.62404
H 3.87447 1.05297 -3.76342
H 3.49969 -0.23776 -4.87136
S 3.50254 -0.41715 4.23120
C 3.41410 1.29751 4.05856
C 4.20546 2.27374 4.65878
C 3.95096 3.59305 4.35053
C 2.91909 3.93582 3.46805
C 2.13544 2.96590 2.87976
C 2.38463 1.62460 3.17192
N 1.69315 0.52717 2.66046
C 2.17369 -0.57990 3.12875
C 1.70398 -1.91917 2.73153
C 2.16071 -3.03215 3.44164
C 1.77262 -4.30749 3.08150
C 0.91290 -4.48001 2.00847
C 0.45468 -3.37868 1.30089
C 0.84405 -2.08742 1.64532
H 4.99402 2.00516 5.34856
H 4.55594 4.37159 4.79490
H 2.72692 4.97903 3.25554
H 1.33765 3.23272 2.20627
H 2.81979 -2.90496 4.29131
H 2.13633 -5.16132 3.63691
H 0.59258 -5.47368 1.72255
H -0.22906 -3.55020 0.48249
Br 0.78036 -6.00357 -3.64156
C 0.46210 -4.37897 -2.76085
C 1.52128 -3.62459 -2.28526
C 1.22715 -2.45308 -1.61112
N -0.01474 -2.00440 -1.41759
C -1.02150 -2.73317 -1.90668
C -0.83684 -3.92949 -2.57766
H 2.54717 -3.93257 -2.42740
H 2.02668 -1.84149 -1.20837
H -2.01578 -2.34508 -1.74552
H -1.68330 -4.49517 -2.93944
*
```

Values from the calculation:
HOMO-LUMO gap	7.5	eV
LUMO	-3.061	eV
HOMO level	-10.58	eV



Entry 2
# C41H53BrN2S4Tl

A molecular structure, C41H53BrN2S4Tl (ωB97M-V with the def2-TZVPD basis set, the Open Molecules 2025 dataset).

```
! RIJCOSX wB97M-V def2-TZVPD def2/J DEFGRID3
* xyz 1 1
Tl -0.49476 -0.20366 0.03700
C 1.36281 -0.92146 1.98131
C -0.05877 -0.47868 2.20682
C -0.79674 -1.80448 2.39498
C 0.13052 -2.78734 2.29089
C 1.45896 -2.26558 2.04139
C 2.67035 -3.14154 1.83077
C 3.93910 -2.29819 1.77995
C 2.50413 -3.89231 0.50168
C 2.77971 -4.15033 2.97955
C -2.28435 -2.11414 2.58526
C -2.72956 -1.98189 4.05220
C -3.16907 -1.26005 1.66953
C -2.55532 -3.57463 2.19333
C -0.17286 0.69400 3.21377
C 0.82781 1.78764 2.83244
C -1.54201 1.37022 3.27499
C 0.20184 0.14727 4.59655
H 2.16554 -0.22694 1.78330
H -0.08757 -3.84342 2.34971
H 3.86592 -1.54287 0.99863
H 4.80611 -2.92904 1.57538
H 4.10949 -1.78087 2.72600
H 2.42732 -3.19163 -0.33456
H 1.60509 -4.51353 0.50631
H 3.35944 -4.54769 0.32465
H 2.88930 -3.63765 3.93657
H 3.65034 -4.79209 2.83415
H 1.89993 -4.79286 3.03780
H -2.69923 -0.96617 4.43321
H -2.09895 -2.59982 4.69336
H -3.75757 -2.33668 4.14997
H -3.02002 -0.19167 1.80266
H -4.22295 -1.47342 1.85931
H -2.97940 -1.51797 0.62066
H -2.06551 -4.27537 2.86942
H -2.22740 -3.78540 1.17314
H -3.62789 -3.76630 2.24912
H 0.69603 2.05700 1.78311
H 1.86282 1.47784 2.97968
H 0.65415 2.67852 3.43825
H -1.80316 1.81114 2.31366
H -1.51392 2.17555 4.01139
H -2.34208 0.69955 3.56301
H 1.17209 -0.35111 4.56434
H -0.53259 -0.56414 4.96722
H 0.26672 0.97068 5.31077
C 4.99650 0.63983 -1.14460
C 4.32587 -0.61081 -1.70456
S 2.53019 -0.59606 -1.89547
C 2.27460 0.77389 -3.03832
C 2.21479 2.19872 -2.47263
S 1.37728 2.39743 -0.87335
C 2.56723 3.43599 0.01805
C 4.03180 2.99806 0.06354
S 4.34188 1.25608 0.43840
H 4.93723 1.45135 -1.86790
H 6.05630 0.42083 -1.00716
H 4.52694 -1.47535 -1.07131
H 4.77113 -0.82999 -2.67792
H 1.33292 0.54381 -3.52773
H 3.04927 0.73550 -3.80780
H 1.71368 2.83525 -3.20372
H 3.21719 2.59668 -2.33889
H 2.16381 3.50096 1.02741
H 2.52178 4.44339 -0.40125
H 4.52262 3.59079 0.83679
H 4.54717 3.24011 -0.86477
S -2.88228 0.43958 -4.51458
C -2.62482 2.14519 -4.41155
C -3.30596 3.17109 -5.06216
C -2.91851 4.46932 -4.80179
C -1.86623 4.74135 -3.91835
C -1.19391 3.72402 -3.27451
C -1.58013 2.40343 -3.51485
N -1.01379 1.27259 -2.93725
C -1.57763 0.19856 -3.37907
C -1.23685 -1.17143 -2.95376
C -1.38304 -2.20578 -3.87864
C -1.11386 -3.51876 -3.53666
C -0.70041 -3.82168 -2.25075
C -0.55546 -2.80311 -1.31916
C -0.81584 -1.47355 -1.65443
H -4.11323 2.95780 -5.74953
H -3.43174 5.28686 -5.28959
H -1.57904 5.76895 -3.73762
H -0.38718 3.92975 -2.58406
H -1.69191 -1.97771 -4.89209
H -1.22588 -4.30010 -4.27600
H -0.48762 -4.84433 -1.96822
H -0.23172 -3.05626 -0.31746
Br -5.61759 4.38412 -1.82154
C -4.29760 3.21044 -1.19055
C -3.21861 3.69630 -0.47484
C -2.25402 2.79489 -0.06141
N -2.32965 1.48661 -0.30059
C -3.38606 1.03084 -0.98090
C -4.39063 1.85119 -1.45217
H -3.11245 4.74954 -0.26063
H -1.37858 3.14173 0.47414
H -3.42129 -0.03622 -1.17070
H -5.22050 1.43980 -2.00816
*
```

Values from the calculation:
HOMO-LUMO gap	8.0	eV
LUMO	-2.699	eV
HOMO level	-10.66	eV



Quick one: least stable of them? entry 1



Entry 1
# C7H8N2O

A single C7H8N2O molecule (ωB97M-V with the def2-TZVPD basis set, the Open Molecules 2025 dataset).

```
! RIJCOSX wB97M-V def2-TZVPD def2/J DEFGRID3
* xyz 0 1
C -3.39167 -0.21429 -0.11002
C 0.34726 0.05062 -0.37555
C -2.15860 -0.11549 -0.52250
C -0.91006 -0.00209 -0.99460
C 0.88901 0.10495 0.94808
C -0.86153 0.02122 -2.52111
C 2.32632 -0.36063 1.02191
N -4.50667 -0.29862 0.26508
N 0.27700 0.58382 1.97952
O 0.96989 0.57560 3.17733
H 1.14812 -0.01541 -1.10520
H -1.83979 -0.18249 -2.95012
H -0.53631 1.00641 -2.85378
H -0.15623 -0.72403 -2.88526
H 2.97291 0.35025 0.50913
H 2.63649 -0.42835 2.06096
H 2.43798 -1.33537 0.55103
H 0.35589 0.98390 3.80509
*
```

Values from the calculation:
HOMO-LUMO gap (alpha / beta)	6.7 / 7.2	eV
LUMO (alpha / beta)	-1.895 / -1.014	eV
HOMO level (alpha / beta)	-8.60 / -8.19	eV



Entry 2
# C7H8N2O

A single C7H8N2O molecule (ωB97M-V with the def2-TZVPD basis set, the Open Molecules 2025 dataset).

```
! RIJCOSX wB97M-V def2-TZVPD def2/J DEFGRID3
* xyz 0 1
C -2.00644 0.74253 1.03967
C -2.29244 -0.14546 -0.18712
O -3.34613 -0.35552 -0.64291
N -1.11272 -0.80815 -0.75004
C 0.12251 -0.41531 -0.54233
C 1.12820 -1.38272 0.03364
C 2.44127 -0.98172 0.22264
N 2.95845 0.25232 -0.02695
C 2.00604 1.10477 -0.58848
C 0.68335 0.88020 -0.81576
H -2.70096 1.13843 1.41559
H -1.44918 0.13596 1.71265
H -1.47127 1.52178 0.68825
H -1.38025 -1.59089 -0.52177
H 0.98753 -2.31397 0.04537
H 3.41200 -1.65275 0.77936
H 2.24672 2.15907 -0.55927
H -0.22670 1.71143 -1.30254
*
```

Values from the calculation:
HOMO-LUMO gap	9.6	eV
SMILES	CC(=O)Nc1ccncc1
LUMO	0.457	eV
HOMO level	-9.10	eV



Quick one: least stable of them? entry 1



Entry 1
# C7H8N2O

A single C7H8N2O molecule (ωB97M-V with the def2-TZVPD basis set, the Open Molecules 2025 dataset).

```
! RIJCOSX wB97M-V def2-TZVPD def2/J DEFGRID3
* xyz 0 1
N -2.44873 2.10038 -0.19155
C -1.14731 2.09222 -0.52041
O -1.09677 2.65650 -1.66685
C -0.29189 0.91562 -0.21696
C 0.13605 0.05865 -1.24368
C 0.96330 -1.02245 -0.97848
C 1.25072 -1.39092 0.35168
N 1.96979 -2.52527 0.62841
C 0.74595 -0.58324 1.39132
C -0.07699 0.49652 1.10721
H -2.63477 2.01453 0.79941
H -2.69227 2.73669 -1.23312
H -0.32684 0.14738 -2.22737
H 1.33132 -1.64361 -1.79812
H 1.90499 -2.92490 1.55393
H 2.11497 -3.19587 -0.11294
H 0.96066 -0.84735 2.42887
H -0.66217 0.91512 1.92866
*
```

Values from the calculation:
HOMO-LUMO gap	8.7	eV
SMILES	NC(=O)c1ccc(N)cc1
LUMO	0.616	eV
HOMO level	-8.11	eV



Entry 2
# C7H8N2O

2 unconnected molecules or ions with the total composition C7H8N2O (ωB97M-V with the def2-TZVPD basis set, the Open Molecules 2025 dataset).

```
! RIJCOSX wB97M-V def2-TZVPD def2/J DEFGRID3
* xyz 0 1
C 0.80898 1.72237 0.20503
C -1.37870 1.29462 -0.94042
C -0.02013 -0.68693 0.31030
C 1.26883 -2.48646 -0.71613
C -1.37356 1.84980 1.45353
C 0.65121 -1.09060 -0.88573
C -0.64531 1.50462 0.17299
N 1.94860 1.94337 0.17458
N -2.04284 1.26375 -1.89045
O -0.41210 -0.96306 1.37985
H 2.24726 -2.43940 -0.14212
H 0.59806 -3.16555 -0.16513
H 1.55589 -3.01080 -1.68583
H -1.32802 0.92255 2.17871
H -0.96254 2.71268 1.97910
H -2.40695 2.06805 1.26866
H 1.57626 -0.39171 -0.96697
H -0.08495 -1.04729 -1.72996
*
```

Values from the calculation:
HOMO-LUMO gap	8.5	eV
LUMO	-0.057	eV
HOMO level	-8.59	eV



Quick one: least stable of them? entry 2